(1)
{
  "formula": "C10H30N10O20",
  "method": "wB97M-V/def2-TZVPD",
  "homo_ev": -10.5,
  "total_charge": 0,
  "smiles": "C[N+](=O)[O-].C[N+](=O)[O-].C[N+](=O)[O-].C[N+](=O)[O-].C[N+](=O)[O-].C[N+](=O)[O-].C[N+](=O)[O-].C[N+](=O)[O-].C[N+](=O)[O-].C[N+](=O)[O-]",
  "relative_energy_kj_mol": 302.97,
  "elements": ["C", "N", "O", "O", "H", "H", "H", "C", "N", "O", "O", "H", "H", "H", "C", "N", "O", "O", "H", "H", "H", "C", "N", "O", "O", "H", "H", "H", "C", "N", "O", "O", "H", "H", "H", "C", "N", "O", "O", "H", "H", "H", "C", "N", "O", "O", "H", "H", "H", "C", "N", "O", "O", "H", "H", "H", "C", "N", "O", "O", "H", "H", "H", "C", "N", "O", "O", "H", "H", "H"],
  "positions_angstrom": [[-3.1653, 3.1012, 1.3216], [-4.5055, 2.3919, 1.5060], [-5.4347, 3.1012, 1.8573], [-4.6310, 1.3092, 0.9642], [-2.4321, 2.4193, 1.7524], [-2.9786, 4.0041, 1.9029], [-2.8644, 3.2851, 0.2902], [5.2017, 2.6419, -1.0819], [4.3219, 1.4872, -0.7599], [4.6449, 0.4442, -1.3052], [3.3147, 1.5808, 0.0047], [4.6528, 3.2833, -1.7715], [6.1620, 2.3165, -1.4819], [5.3399, 3.2117, -0.1630], [-2.9427, -2.6547, 2.7738], [-4.1754, -3.2920, 2.2820], [-4.2078, -4.4767, 1.9871], [-5.1504, -2.5868, 2.3958], [-2.3268, -3.4810, 3.1289], [-3.2468, -2.1281, 3.6784], [-2.6692, -1.9853, 1.9581], [1.2909, 4.6297, 0.3139], [0.8251, 4.1783, -1.0375], [0.0596, 4.9075, -1.6025], [1.0794, 3.0609, -1.2947], [1.9095, 3.9243, 0.8687], [0.3284, 4.8801, 0.7601], [1.9303, 5.5093, 0.2394], [-0.2355, -4.0358, -0.6546], [-0.5716, -5.5004, -0.4053], [-1.4769, -5.8198, 0.3602], [0.2137, -6.2699, -0.9521], [-0.7399, -3.4796, 0.1356], [-0.7416, -3.7852, -1.5869], [0.8438, -3.9272, -0.7620], [1.9262, 1.1305, -3.5126], [1.4805, 0.1813, -4.6087], [2.2528, -0.7298, -4.8848], [0.4391, 0.6061, -5.1771], [2.9065, 0.9960, -3.0554], [1.2012, 0.9353, -2.7225], [1.8910, 2.1618, -3.8639], [-3.2225, -1.2915, -3.7103], [-1.8256, -1.5736, -3.5269], [-1.3387, -1.1771, -2.5129], [-1.1729, -2.0596, -4.5016], [-3.3418, -0.9796, -4.7479], [-3.5298, -0.6120, -2.9153], [-3.7973, -2.2176, -3.7157], [0.8353, -0.2472, 0.2635], [-0.0211, 0.3013, 1.3795], [0.3733, 1.2352, 2.0398], [-1.1134, -0.2221, 1.4621], [0.2451, -1.1044, -0.0603], [1.7366, -0.6286, 0.7435], [1.0689, 0.5312, -0.4629], [-1.9553, 1.7213, 6.5742], [-1.8350, 1.9050, 5.1191], [-0.7202, 1.6771, 4.6669], [-2.8761, 2.1151, 4.4877], [-2.4420, 2.5765, 7.0433], [-0.9522, 1.5393, 6.9598], [-2.5371, 0.8153, 6.7441], [4.7582, -2.9464, -1.3592], [3.2775, -2.7164, -1.2285], [2.9558, -2.9464, -0.1008], [2.5691, -2.3370, -2.1395], [5.0432, -2.0533, -1.9153], [4.8003, -3.8479, -1.9705], [5.2983, -2.9831, -0.4130]]
}

=====

(2)
{
  "formula": "C6H17NSi",
  "method": "wB97M-V/def2-TZVPD",
  "homo_ev": -8.9,
  "total_charge": 0,
  "smiles": "[H]/N=[Si](\\CC)C(C)C.C",
  "relative_energy_kj_mol": 189.19,
  "elements": ["C", "C", "C", "C", "C", "C", "N", "Si", "H", "H", "H", "H", "H", "H", "H", "H", "H", "H", "H", "H", "H", "H", "H", "H", "H"],
  "positions_angstrom": [[2.6962, 1.9174, 1.5487], [-1.3033, -0.4416, 2.5359], [-1.9138, -0.4806, 0.0960], [0.0563, -0.5977, -4.5688], [1.7668, 1.4594, 0.3914], [-1.0315, 0.1880, 1.1202], [0.9197, -1.7986, 0.7153], [0.7277, -0.2148, 0.7317], [3.2199, 2.7826, 1.2006], [2.4347, 2.2057, 2.5436], [3.4583, 1.1813, 1.6507], [-0.5877, 0.0487, 3.2163], [-2.3209, -0.3850, 2.9120], [-1.2157, -1.5662, 2.5081], [-1.7678, -1.5177, -0.0861], [-1.7564, -0.0395, -0.8647], [-2.9870, -0.4343, 0.4425], [-0.3458, -0.3095, -3.5836], [0.2607, 0.1336, -5.2915], [-0.8460, -1.2302, -4.9812], [2.4539, 1.3137, -0.4450], [1.0798, 2.2411, -0.0062], [-1.1984, 1.2720, 1.0812], [0.9736, -1.1805, -4.2211], [1.7885, -2.3166, 0.9663]]
}

=====

(3)
{
  "formula": "C16H26MnN4OP2",
  "method": "wB97M-V/def2-TZVPD",
  "homo_ev": [-14.3, -14.1],
  "spin_multiplicity": 6,
  "total_charge": 2,
  "relative_energy_kj_mol": 221.31,
  "elements": ["Mn", "P", "P", "N", "N", "H", "H", "H", "C", "H", "C", "H", "H", "C", "C", "C", "C", "H", "H", "H", "H", "H", "H", "H", "C", "C", "C", "O", "H", "H", "H", "H", "H", "H", "H", "N", "C", "N", "C", "C", "C", "C", "C", "C", "H", "H", "H", "H", "H", "H"],
  "positions_angstrom": [[0.2990, 0.2523, 0.1332], [2.6357, 0.0035, 0.3046], [-0.1145, -1.0371, 1.9647], [0.7333, 0.3398, -1.7975], [-1.3943, -0.4675, -0.5740], [-0.3299, -0.1087, -3.6456], [-2.5798, 0.4235, -2.0838], [-0.7403, 1.4405, -2.9224], [-0.4814, 0.3985, -2.6788], [-1.9772, -1.1689, -2.4899], [-1.6931, -0.2286, -1.9790], [2.1496, 0.3634, -3.2947], [-3.1382, -1.5904, -0.2092], [1.9620, 0.2284, -2.2336], [-2.1785, -1.2292, 0.2047], [3.1452, -0.2572, -1.4469], [-1.7550, -1.5696, 1.4868], [4.0979, 0.3386, -1.5236], [-2.3970, -2.1675, 2.1292], [0.5988, -2.2338, 2.2330], [-0.2972, -0.4530, 3.2515], [3.2020, -0.9315, 1.2149], [3.4899, 1.1310, 0.3795], [0.2857, -2.7693, -1.0283], [0.9714, -3.6287, -0.8838], [0.4174, -4.6892, 0.0893], [1.2828, -4.1143, -2.3276], [1.8424, -3.2129, 0.0489], [-0.4322, -5.2606, -0.2912], [1.1689, -5.4377, 0.4003], [0.0722, -4.2263, 1.0209], [1.2536, -3.2768, -3.0443], [2.2410, -4.6425, -2.4363], [0.4863, -4.7991, -2.6684], [3.4317, -1.2398, -1.7585], [0.3149, 4.4098, 0.4798], [0.6996, 3.1964, 0.0271], [-0.0518, 2.2308, 0.5909], [-0.9711, 2.8609, 1.4397], [-1.8843, 2.2971, 2.3255], [-2.5818, 3.1769, 3.1621], [-2.3568, 4.5602, 3.1205], [-1.4330, 5.0962, 2.2084], [-0.7470, 4.2287, 1.3792], [0.7101, 5.3176, 0.2206], [1.5178, 3.0675, -0.6507], [-2.0291, 1.2165, 2.3447], [-3.3018, 2.7909, 3.8761], [-2.9159, 5.2142, 3.7953], [-1.2281, 6.1570, 2.1368]]
}

=====

(4)
{
  "formula": "C2H6N3S",
  "method": "wB97M-V/def2-TZVPD",
  "homo_ev": -13.1,
  "total_charge": 1,
  "smiles": "[NH2+]=C1NCSN1",
  "relative_energy_kj_mol": 45.74,
  "elements": ["C", "C", "N", "N", "N", "S", "H", "H", "H", "H", "H", "H"],
  "positions_angstrom": [[0.0969, -0.0405, 0.6487], [-0.6177, -0.1248, -1.6161], [-0.7411, 0.5072, -0.2816], [0.7297, -1.1661, 0.2901], [0.3786, 0.5664, 1.7736], [0.2848, -1.6946, -1.3226], [-1.5785, -0.1987, -2.1936], [-0.0465, 0.5605, -2.3371], [-0.9205, 1.4392, -0.0533], [1.2811, -1.7555, 0.9851], [0.0481, 1.5540, 1.6846], [1.0851, 0.3528, 2.4223]]
}

=====

(5)
{
  "formula": "C27H25IrN5O3S2",
  "method": "wB97M-V/def2-TZVPD",
  "homo_ev": [-13.3, -13.5],
  "spin_multiplicity": 2,
  "total_charge": 2,
  "relative_energy_kj_mol": 77.88,
  "elements": ["Ir", "O", "C", "N", "C", "C", "C", "C", "C", "C", "N", "C", "O", "C", "C", "C", "C", "C", "N", "C", "C", "C", "C", "C", "N", "H", "H", "H", "H", "H", "H", "H", "H", "H", "H", "H", "H", "O", "S", "C", "C", "C", "C", "H", "H", "H", "H", "H", "H", "H", "H", "S", "C", "N", "C", "C", "C", "C", "H", "H", "H", "H", "H"],
  "positions_angstrom": [[0.1330, 0.0007, -0.4504], [3.7787, 1.7707, -0.5808], [2.6206, 1.4613, -0.6941], [1.8949, 0.6853, 0.2086], [2.3629, 0.1963, 1.3824], [3.6067, 0.4630, 1.9979], [3.9350, -0.2294, 3.1302], [3.0686, -1.2068, 3.6870], [1.8496, -1.4684, 3.1273], [1.4571, -0.7440, 1.9856], [0.2428, -0.9070, 1.3808], [-0.1942, -2.2270, 1.1331], [-1.1075, -2.7906, 1.6695], [0.5913, -2.7819, -0.0396], [0.9461, -4.1003, -0.1904], [1.7437, -4.4486, -1.2780], [2.1268, -3.4697, -2.1757], [1.7062, -2.1624, -1.9745], [0.9646, -1.8278, -0.9224], [1.7709, 1.9196, -1.8509], [2.2175, 2.9554, -2.6414], [1.3809, 3.4473, -3.6354], [0.1302, 2.8794, -3.7896], [-0.2462, 1.8266, -2.9698], [0.5602, 1.3431, -2.0251], [4.2857, 1.1769, 1.5615], [4.8852, -0.0397, 3.6106], [3.3784, -1.7378, 4.5767], [1.1676, -2.1852, 3.5671], [0.6142, -4.8322, 0.5333], [2.0597, -5.4737, -1.4159], [2.7401, -3.7029, -3.0341], [1.9510, -1.3680, -2.6664], [3.2035, 3.3593, -2.4586], [1.7000, 4.2645, -4.2678], [-0.5617, 3.2343, -4.5398], [-1.2088, 1.3500, -3.0813], [-0.9024, 1.7146, 0.1406], [-1.3667, 1.9178, 1.6122], [-2.4501, 3.3646, 1.4175], [-1.7615, 4.5598, 2.0787], [-0.2595, 4.3190, 1.9661], [-0.0622, 2.8770, 2.4136], [-3.4295, 3.1238, 1.8251], [-2.5284, 3.4666, 0.3346], [-2.0492, 4.6230, 3.1293], [-2.0757, 5.4850, 1.5986], [0.3152, 5.0025, 2.5892], [0.0778, 4.4395, 0.9343], [-0.2206, 2.7521, 3.4877], [0.8891, 2.4207, 2.1436], [-1.8563, -0.6310, -1.6877], [-2.9264, -1.9287, -1.3007], [-3.0977, -2.4339, -0.0649], [-3.9821, -3.4153, 0.2413], [-4.7846, -3.9389, -0.7248], [-4.6529, -3.4418, -2.0310], [-3.7351, -2.4621, -2.3178], [-2.5225, -2.0841, 0.6931], [-3.9925, -3.7264, 1.2755], [-5.4939, -4.7145, -0.4801], [-5.2735, -3.8395, -2.8232], [-3.6141, -2.0804, -3.3205]]
}

=====

(6)
{
  "formula": "C21H22NO4",
  "method": "wB97M-V/def2-TZVPD",
  "homo_ev": -2.7,
  "total_charge": -1,
  "relative_energy_kj_mol": 422.92,
  "elements": ["C", "C", "C", "C", "C", "C", "C", "C", "C", "O", "H", "H", "H", "H", "H", "H", "H", "H", "H", "C", "C", "C", "C", "C", "C", "C", "C", "C", "C", "N", "O", "O", "C", "C", "O", "H", "H", "H", "H", "H", "H", "H", "H", "H", "H", "H", "H", "H"],
  "positions_angstrom": [[2.3578, -0.1529, 2.4897], [1.0096, 0.5356, 2.3847], [-0.1070, -0.3546, 2.2717], [-1.4661, -0.0347, 2.5165], [-1.9818, 1.2917, 2.5692], [-3.3456, 1.5243, 2.7100], [-4.2432, 0.4568, 2.8718], [-3.7422, -0.8539, 2.9296], [-2.3890, -1.0989, 2.7526], [0.9130, 1.7743, 2.4261], [2.3895, -1.0964, 1.9338], [3.1491, 0.4985, 2.1180], [2.5661, -0.3701, 3.5479], [0.1356, -1.4062, 2.1189], [-1.2708, 2.1122, 2.4982], [-3.7203, 2.5454, 2.7170], [-5.3141, 0.6436, 2.9796], [-4.4192, -1.6859, 3.1299], [-1.9814, -2.1105, 2.8105], [4.8496, 0.6190, -0.3032], [3.9237, 0.9375, -1.4670], [4.5005, 2.1173, -2.2406], [2.4831, 1.2194, -0.9108], [1.4454, 0.2284, -1.1935], [0.1354, 0.4589, -0.9060], [-0.9351, -0.3320, -1.4794], [-2.2032, 0.2462, -1.7904], [-3.2106, -0.4944, -2.3806], [-3.0016, -1.8622, -2.6550], [-4.0584, -2.6547, -3.1826], [-3.8614, -3.8766, -3.3719], [-5.1553, -2.1037, -3.4280], [-1.7578, -2.4569, -2.3757], [-0.7347, -1.6918, -1.8415], [2.2509, 2.2071, -0.2236], [4.5496, -0.2912, 0.2294], [5.8812, 0.4900, -0.6519], [4.8323, 1.4666, 0.3971], [3.8446, 0.0712, -2.1343], [3.9502, 2.3170, -3.1657], [4.4904, 3.0108, -1.6053], [5.5413, 1.9051, -2.5108], [1.7669, -0.6780, -1.7105], [-0.1542, 1.3439, -0.3354], [-2.3631, 1.3078, -1.5941], [-4.1688, -0.0631, -2.6543], [-1.6204, -3.5093, -2.6055], [0.2397, -2.1506, -1.6842]]
}

=====

(7)
{
  "formula": "C4H11N2",
  "method": "wB97M-V/def2-TZVPD",
  "homo_ev": [-21.0, -21.0],
  "spin_multiplicity": 2,
  "total_charge": 2,
  "relative_energy_kj_mol": 270.66,
  "elements": ["C", "C", "C", "N", "C", "N", "H", "H", "H", "H", "H", "H", "H", "H", "H", "H", "H"],
  "positions_angstrom": [[1.8623, -1.8007, 0.0643], [0.3835, -1.3828, -0.1636], [-0.1406, -0.4414, 0.9899], [-1.2417, 1.2271, -1.3614], [-0.7758, 1.6755, -0.2122], [-0.2050, 0.9643, 0.7828], [2.0223, -2.1698, 1.0840], [2.4277, -0.9140, -0.2136], [2.0772, -2.7022, -0.5208], [0.3218, -0.8243, -1.1078], [-0.2871, -2.2192, -0.3531], [-1.1911, -0.7967, 0.9564], [0.3428, -0.6364, 1.9403], [-1.8206, 1.9202, -1.8449], [-1.2430, 0.2376, -1.5550], [-0.5111, 2.7296, -0.2393], [0.0895, 1.6122, 1.5186]]
}

=====

(8)
{
  "formula": "C55H45GeInN5O4S3",
  "method": "wB97M-V/def2-TZVPD",
  "homo_ev": -15.5,
  "total_charge": 3,
  "elements": ["In", "O", "C", "C", "C", "C", "C", "C", "C", "O", "N", "O", "O", "H", "H", "H", "H", "N", "S", "N", "S", "N", "S", "N", "C", "C", "C", "C", "C", "C", "C", "C", "C", "C", "C", "C", "C", "C", "C", "C", "C", "C", "C", "C", "C", "C", "C", "C", "C", "C", "C", "C", "C", "C", "C", "C", "C", "C", "C", "C", "H", "H", "H", "H", "H", "H", "H", "H", "H", "H", "H", "H", "H", "H", "H", "H", "H", "H", "H", "H", "H", "H", "H", "H", "H", "H", "H", "H", "H", "H", "Ge", "C", "C", "C", "C", "C", "C", "C", "C", "C", "C", "C", "C", "H", "H", "H", "H", "H", "H", "H", "H", "H", "H", "H"],
  "positions_angstrom": [[-0.7922, 1.7546, 0.1504], [-0.0863, 3.6804, 1.0244], [-0.7020, 4.7608, 0.8893], [-2.0417, 4.9632, 0.4972], [-2.5111, 6.2897, 0.3799], [-3.8154, 6.5337, 0.0415], [-4.7166, 5.4806, -0.1653], [-4.2824, 4.1825, -0.0760], [-2.9384, 3.8841, 0.2285], [-2.5984, 2.6204, 0.2729], [-4.2802, 7.9183, -0.1113], [-3.4380, 8.7751, -0.0382], [-5.4567, 8.0703, -0.3026], [-0.1325, 5.6775, 1.1167], [-1.8432, 7.1229, 0.5498], [-5.7454, 5.7155, -0.4024], [-4.9601, 3.3602, -0.2512], [0.7534, 1.6646, -1.1290], [2.1519, 1.6566, -0.5899], [2.8342, 0.1820, -0.8057], [2.5475, -1.0202, 0.1393], [1.0654, -1.1091, 0.7073], [-0.3539, -1.4527, 0.0382], [-1.3132, -0.2798, 0.2595], [-1.0157, -2.8051, 1.0166], [-1.3603, -4.0421, 0.4914], [-1.9573, -4.9798, 1.3253], [-2.2106, -4.6805, 2.6534], [-1.8586, -3.4406, 3.1696], [-1.2604, -2.4983, 2.3513], [-0.1046, -1.8744, -1.6812], [0.4920, -3.0792, -2.0201], [0.6565, -3.3908, -3.3610], [0.2323, -2.5021, -4.3377], [-0.3454, -1.2927, -3.9834], [-0.5188, -0.9724, -2.6463], [3.1386, -2.4459, -0.7618], [3.2708, -3.6548, -0.0893], [3.8420, -4.7282, -0.7552], [4.2822, -4.5769, -2.0648], [4.1487, -3.3611, -2.7193], [3.5734, -2.2824, -2.0673], [3.6130, -0.9970, 1.5745], [3.1612, -1.2752, 2.8512], [4.0867, -1.3585, 3.8808], [5.4357, -1.1774, 3.6225], [5.8761, -0.8980, 2.3367], [4.9615, -0.8088, 1.3014], [3.1569, 2.7560, -1.5690], [4.4626, 2.4350, -1.9082], [5.2275, 3.3684, -2.5909], [4.6837, 4.6022, -2.9237], [3.3681, 4.9019, -2.5986], [2.5965, 3.9785, -1.9132], [2.5214, 1.9652, 1.1574], [3.7972, 2.4252, 1.4362], [4.1983, 2.5689, 2.7543], [3.3233, 2.2634, 3.7850], [2.0467, 1.8030, 3.4987], [1.6492, 1.6386, 2.1810], [-1.1923, -4.2780, -0.5482], [-2.2333, -5.9414, 0.9237], [-2.6948, -5.4054, 3.2855], [-2.0616, -3.2057, 4.2029], [-0.9839, -1.5250, 2.7275], [0.8296, -3.7587, -1.2548], [1.1080, -4.3317, -3.6302], [0.3487, -2.7578, -5.3785], [-0.6749, -0.6020, -4.7446], [-0.9600, -0.0262, -2.3540], [2.9471, -3.7466, 0.9380], [3.9587, -5.6742, -0.2485], [4.7413, -5.4107, -2.5712], [4.5035, -3.2464, -3.7319], [3.4726, -1.3170, -2.5372], [2.1090, -1.4421, 3.0195], [3.7553, -1.5871, 4.8804], [6.1522, -1.2695, 4.4223], [6.9281, -0.7731, 2.1364], [5.2819, -0.6186, 0.2887], [4.8552, 1.4640, -1.6500], [6.2483, 3.1384, -2.8542], [5.2852, 5.3346, -3.4403], [2.9467, 5.8578, -2.8739], [1.5678, 4.1879, -1.6514], [4.4682, 2.6890, 0.6339], [5.1905, 2.9287, 2.9740], [3.6265, 2.3915, 4.8113], [1.3579, 1.5721, 4.2977], [0.6494, 1.2523, 1.9767], [-3.2742, -0.4867, -0.3201], [-4.3511, -0.5100, 1.3374], [-4.6831, 0.6984, 1.9454], [-5.6067, 0.7320, 2.9767], [-6.2020, -0.4406, 3.4133], [-5.8514, -1.6515, 2.8362], [-4.9352, -1.6870, 1.7972], [-3.4942, -1.8689, -1.7311], [-3.7969, -3.2069, -1.4999], [-4.1994, -4.0239, -2.5432], [-4.3050, -3.5165, -3.8277], [-3.9876, -2.1909, -4.0736], [-3.5965, -1.3720, -3.0301], [-3.3393, 0.8254, -1.1091], [-4.2345, 1.6170, 1.5910], [-5.8736, 1.6746, 3.4305], [-6.9463, -0.4079, 4.1936], [-6.3141, -2.5641, 3.1805], [-4.6967, -2.6314, 1.3291], [-3.7477, -3.6070, -0.4960], [-4.4639, -5.0509, -2.3479], [-4.6604, -4.1428, -4.6289], [-4.0771, -1.7877, -5.0706], [-3.4060, -0.3194, -3.2186]]
}